No. 1
The following is a DFT calculation (ωB97M-V with the def2-TZVPD basis set) of an isolated ion of composition C8H15N2S and charge +1.

```
! wB97M-V def2-TZVPD RIJCOSX def2/J DEFGRID3
* xyz 1 1
S -1.848 -3.249 -0.391
N -0.631 -1.349 1.368
N -1.067 -1.977 -0.880
C -0.528 -1.960 4.157
C -0.546 -0.512 3.689
C 0.922 1.244 -2.446
C -0.302 0.712 -1.815
C -0.174 0.249 -0.453
C -0.775 -0.344 2.172
C 0.917 1.600 -3.933
C -0.613 -1.057 0.004
H 0.252 0.097 3.970
H -0.679 -0.103 -2.348
H 0.580 -2.318 3.898
H -1.153 0.655 1.920
H 0.737 2.698 -4.080
H 0.543 0.813 0.242
H -1.150 1.467 -1.856
H -1.219 -2.481 3.450
H 1.082 2.231 -2.010
H 1.723 0.641 -2.085
H -1.805 -3.776 -1.745
H -0.851 -1.984 5.176
H 0.164 0.868 -4.439
H 1.898 1.332 -4.319
H -1.519 -0.040 3.902
*
```

The value obtained for the LUMO energy (alpha / beta) is -6.6 / -6.4 eV. As for the HOMO-LUMO gap (alpha / beta): 6.9 / 7.1 eV. The calculation puts the energy relative to the best compared isomer or geometry (same formula, charge and spin) at 426.32 kJ/mol. For the molar mass, the calculation gives 171.29 g/mol.

No. 2
The following is a DFT calculation (ωB97M-V with the def2-TZVPD basis set) of C39H36Cl2I2N5O4PRuS as an isolated structure.

```
! wB97M-V def2-TZVPD RIJCOSX def2/J DEFGRID3
* xyz 1 2
I 0.979 -0.482 7.218
I -1.001 5.094 7.020
Ru 0.802 0.314 1.638
Cl -2.461 2.267 1.963
Cl -2.446 4.566 0.138
S 0.008 -1.264 3.742
P 1.208 -1.533 0.205
O 0.985 -2.261 3.312
O -3.804 1.307 -1.364
O 1.408 0.157 4.074
O 3.721 1.235 2.252
N 0.848 2.330 2.619
N 0.175 1.141 -0.123
N -0.648 -0.432 2.586
N -3.148 0.515 -3.381
N 3.286 0.052 1.671
C 0.555 2.629 -1.943
C -2.085 1.017 -5.579
C -4.829 -1.283 -3.173
C -0.705 2.356 -2.450
C -2.122 0.128 -4.344
C 4.234 -3.356 2.319
C 3.413 -0.858 -1.378
C 4.141 -4.677 1.911
C 0.767 3.466 1.961
C 1.288 -0.648 -2.469
C -0.041 2.293 6.677
C 2.399 -2.748 0.865
C 4.043 -0.401 -2.526
C -0.215 -3.207 -1.569
C -2.920 1.087 -2.183
C 3.197 -5.030 0.965
C -0.253 3.450 5.988
C -1.342 -2.612 0.470
C -4.527 0.116 -3.686
C 0.830 1.184 4.705
C -2.426 -3.393 0.089
C 3.392 -2.383 1.792
C 3.673 -1.016 2.247
C 2.024 -0.986 -1.336
C 2.331 -4.071 0.454
C 0.071 3.525 4.603
C 1.918 -0.200 -3.620
C -1.038 0.864 -0.623
C 0.969 1.988 -0.796
C -1.505 1.433 -1.794
C 0.519 1.161 6.042
C 0.354 4.679 2.523
C 0.554 2.367 3.961
C -0.226 -2.507 -0.358
C -1.298 -3.984 -1.946
C -3.450 3.415 1.058
C -0.035 4.701 3.831
C 3.298 -0.071 -3.649
C -2.408 -4.077 -1.115
H -0.265 2.235 7.733
H -4.027 2.849 0.337
H -5.873 -1.539 -3.355
H 3.794 0.278 -4.546
H 4.973 -3.070 3.058
H 1.576 -4.381 -0.255
H 1.976 2.115 -0.409
H 1.327 0.046 -4.494
H -3.254 -4.687 -1.407
H 4.016 -1.122 -0.522
H 3.120 -6.054 0.626
H -5.195 0.841 -3.229
H -4.211 -2.036 -3.666
H -1.154 0.133 -3.845
H -4.653 0.180 -4.767
H -1.273 -4.521 -2.885
H -3.002 0.938 -6.162
H -1.956 2.066 -5.307
H 0.315 5.563 1.904
H 4.801 -5.423 2.333
H 4.019 1.034 3.154
H 1.229 3.316 -2.435
H 4.313 -0.932 3.127
H -1.056 2.852 -3.346
H 5.122 -0.314 -2.544
H -4.648 -1.335 -2.099
H -3.285 -3.461 0.743
H -1.382 -2.067 1.402
H 0.210 -0.744 -2.453
H -1.649 0.177 -0.053
H 0.646 -3.160 -2.223
H -2.314 -0.908 -4.631
H -4.060 3.978 1.752
H -0.401 5.610 4.288
H 1.022 3.462 0.910
H -1.258 0.728 -6.228
*
```

The value obtained for the LUMO energy (alpha / beta) is -3.0 / -3.4 eV. As for the HOMO-LUMO gap (alpha / beta): 7.1 / 6.8 eV. The calculation puts the energy relative to the best compared isomer or geometry (same formula, charge and spin) at 263.53 kJ/mol. For the molar mass, the calculation gives 1127.57 g/mol.

Question: What is the energy relative to the best compared isomer or geometry (same formula, charge and spin) in the first record?
Answer: 426.32 kJ/mol

Question: Among the records above, which one has the lowest energy relative to the best compared isomer or geometry (same formula, charge and spin)?
Answer: C39H36Cl2I2N5O4PRuS

Repeat the second record exactly.
The following is a DFT calculation (ωB97M-V with the def2-TZVPD basis set) of C39H36Cl2I2N5O4PRuS as an isolated structure.

```
! wB97M-V def2-TZVPD RIJCOSX def2/J DEFGRID3
* xyz 1 2
I 0.979 -0.482 7.218
I -1.001 5.094 7.020
Ru 0.802 0.314 1.638
Cl -2.461 2.267 1.963
Cl -2.446 4.566 0.138
S 0.008 -1.264 3.742
P 1.208 -1.533 0.205
O 0.985 -2.261 3.312
O -3.804 1.307 -1.364
O 1.408 0.157 4.074
O 3.721 1.235 2.252
N 0.848 2.330 2.619
N 0.175 1.141 -0.123
N -0.648 -0.432 2.586
N -3.148 0.515 -3.381
N 3.286 0.052 1.671
C 0.555 2.629 -1.943
C -2.085 1.017 -5.579
C -4.829 -1.283 -3.173
C -0.705 2.356 -2.450
C -2.122 0.128 -4.344
C 4.234 -3.356 2.319
C 3.413 -0.858 -1.378
C 4.141 -4.677 1.911
C 0.767 3.466 1.961
C 1.288 -0.648 -2.469
C -0.041 2.293 6.677
C 2.399 -2.748 0.865
C 4.043 -0.401 -2.526
C -0.215 -3.207 -1.569
C -2.920 1.087 -2.183
C 3.197 -5.030 0.965
C -0.253 3.450 5.988
C -1.342 -2.612 0.470
C -4.527 0.116 -3.686
C 0.830 1.184 4.705
C -2.426 -3.393 0.089
C 3.392 -2.383 1.792
C 3.673 -1.016 2.247
C 2.024 -0.986 -1.336
C 2.331 -4.071 0.454
C 0.071 3.525 4.603
C 1.918 -0.200 -3.620
C -1.038 0.864 -0.623
C 0.969 1.988 -0.796
C -1.505 1.433 -1.794
C 0.519 1.161 6.042
C 0.354 4.679 2.523
C 0.554 2.367 3.961
C -0.226 -2.507 -0.358
C -1.298 -3.984 -1.946
C -3.450 3.415 1.058
C -0.035 4.701 3.831
C 3.298 -0.071 -3.649
C -2.408 -4.077 -1.115
H -0.265 2.235 7.733
H -4.027 2.849 0.337
H -5.873 -1.539 -3.355
H 3.794 0.278 -4.546
H 4.973 -3.070 3.058
H 1.576 -4.381 -0.255
H 1.976 2.115 -0.409
H 1.327 0.046 -4.494
H -3.254 -4.687 -1.407
H 4.016 -1.122 -0.522
H 3.120 -6.054 0.626
H -5.195 0.841 -3.229
H -4.211 -2.036 -3.666
H -1.154 0.133 -3.845
H -4.653 0.180 -4.767
H -1.273 -4.521 -2.885
H -3.002 0.938 -6.162
H -1.956 2.066 -5.307
H 0.315 5.563 1.904
H 4.801 -5.423 2.333
H 4.019 1.034 3.154
H 1.229 3.316 -2.435
H 4.313 -0.932 3.127
H -1.056 2.852 -3.346
H 5.122 -0.314 -2.544
H -4.648 -1.335 -2.099
H -3.285 -3.461 0.743
H -1.382 -2.067 1.402
H 0.210 -0.744 -2.453
H -1.649 0.177 -0.053
H 0.646 -3.160 -2.223
H -2.314 -0.908 -4.631
H -4.060 3.978 1.752
H -0.401 5.610 4.288
H 1.022 3.462 0.910
H -1.258 0.728 -6.228
*
```

The value obtained for the LUMO energy (alpha / beta) is -3.0 / -3.4 eV. As for the HOMO-LUMO gap (alpha / beta): 7.1 / 6.8 eV. The calculation puts the energy relative to the best compared isomer or geometry (same formula, charge and spin) at 263.53 kJ/mol. For the molar mass, the calculation gives 1127.57 g/mol.